Entry 1:
12
Properties=species:S:1:pos:R:3 method="wB97M-V/def2-TZVPD" charge=+1 gap_ha=0.3777 e_homo_ev=-14.1 total_energy_ev=-7102.8472 molar_mass_g_mol=75.09 lumo_ev=-3.8 relative_energy_kj_mol=0.00
C -0.23590 1.02282 -1.23741
N 0.81527 0.20188 -1.42304
N -1.01976 0.98685 -0.19294
N -0.26955 -0.84374 1.81706
N 0.61080 -1.51002 1.30788
H -0.41011 1.75966 -1.94635
H -1.79087 1.71350 -0.04714
H -0.83829 0.51864 0.72369
H 1.10717 -0.48062 -0.64503
H -0.79399 -1.28366 2.68682
H 1.20473 0.15429 -2.42241
H 1.08621 -2.36654 1.80932

=====

Entry 2:
13
Properties=species:S:1:pos:R:3 method="wB97M-V/def2-TZVPD" charge=+1 gap_ha=0.2964 e_homo_ev=-13.0 total_energy_ev=-17935.9143 molar_mass_g_mol=107.16 lumo_ev=-4.9 relative_energy_kj_mol=280.02
C 1.83514 -0.14133 0.14935
N 1.42739 1.31338 0.29473
N -1.85092 -0.84333 -0.07004
N 0.82151 -0.93845 0.22052
N -0.77531 -0.21434 -0.56244
S 3.41485 -0.41035 -0.02649
H 0.78179 1.39868 -0.53935
H 1.05126 1.47219 1.21441
H -2.07231 -1.88510 -0.38413
H -1.93402 -0.54182 0.84199
H 1.10882 -1.97329 0.22145
H 2.28386 1.76153 0.26725
H -0.54195 -0.42491 -1.54656

=====

Entry 3:
14
Properties=species:S:1:pos:R:3 method="wB97M-V/def2-TZVPD" charge=+1 gap_ha="0.2901 / 0.2675" e_homo_ev="-13.0 / -12.8" total_energy_ev=-10077.1796 molar_mass_g_mol=103.11 lumo_ev="-5.1 / -5.5" relative_energy_kj_mol=696.94
C -2.12483 0.43708 -0.25738
N -4.14996 -0.70856 0.06600
N -1.19704 -0.34076 -0.07419
N -3.33985 0.09607 0.42323
N 1.30182 1.01162 0.31239
N 1.52329 -1.26895 0.31831
N 0.96989 -0.21232 -0.28578
H -2.27090 1.20449 -0.98628
H -4.04486 -1.17472 -0.82325
H 1.10333 1.92734 -0.05456
H 1.24047 1.02086 1.36894
H 1.24056 -1.35270 1.26401
H 1.56886 -2.12479 -0.21771
H 1.14038 -0.12957 -1.27626

=====

Entry 4:
17
Properties=species:S:1:pos:R:3 method="wB97M-V/def2-TZVPD" charge=+1 gap_ha=0.3700 e_homo_ev=-13.8 total_energy_ev=-16219.3632 molar_mass_g_mol=151.11 lumo_ev=-3.7 relative_energy_kj_mol=40.65
C 0.72218 0.17236 1.01580
N -0.89411 0.18949 1.29556
N 1.15476 -1.05611 0.58269
N -1.62533 0.22624 0.10000
N -1.53969 1.48873 -0.38475
N -1.72729 1.66150 -1.58334
N 2.40877 -1.18804 0.22053
O 1.27486 1.18896 1.20929
O -1.80758 2.94773 -1.87208
O -1.85068 0.89792 -2.52011
H -1.22445 -0.57716 2.04793
H -1.11537 1.06930 1.85790
H 0.43446 -1.49336 0.03470
H -1.27482 -0.49347 -0.57906
H -1.96559 3.24574 -2.80756
H 3.06718 -1.59843 0.91742
H 2.82857 -0.40913 -0.30480

=====

Repeat the fourth record exactly.
17
Properties=species:S:1:pos:R:3 method="wB97M-V/def2-TZVPD" charge=+1 gap_ha=0.3700 e_homo_ev=-13.8 total_energy_ev=-16219.3632 molar_mass_g_mol=151.11 lumo_ev=-3.7 relative_energy_kj_mol=40.65
C 0.72218 0.17236 1.01580
N -0.89411 0.18949 1.29556
N 1.15476 -1.05611 0.58269
N -1.62533 0.22624 0.10000
N -1.53969 1.48873 -0.38475
N -1.72729 1.66150 -1.58334
N 2.40877 -1.18804 0.22053
O 1.27486 1.18896 1.20929
O -1.80758 2.94773 -1.87208
O -1.85068 0.89792 -2.52011
H -1.22445 -0.57716 2.04793
H -1.11537 1.06930 1.85790
H 0.43446 -1.49336 0.03470
H -1.27482 -0.49347 -0.57906
H -1.96559 3.24574 -2.80756
H 3.06718 -1.59843 0.91742
H 2.82857 -0.40913 -0.30480